Entry 1:
The following is a DFT calculation (wB97M-V/def2-TZVPD) of a structure of composition C18H46Ag3NO16P2 in a non-equilibrium geometry.

XYZ file:
```
86
Properties=species:S:1:pos:R:3:lowdin_charge:R:1
Ag 3.2967 -0.0129 -3.3395 0.85
Ag 1.3833 3.1645 -3.3448 0.82
Ag 3.4365 2.9709 0.1613 0.84
N 0.8306 0.9357 -1.3024 -0.55
O 1.5506 1.1761 -0.3194 -0.04
O 1.2698 0.9158 -2.5097 -0.21
O -0.3187 0.5601 -1.1205 0.03
C -0.9495 6.6747 -1.5457 -0.10
O -1.9368 5.6941 -1.7994 -0.16
P -1.6533 4.1857 -1.4386 0.42
O -0.3352 3.6752 -1.9023 -0.31
O -1.8104 4.1147 0.1509 -0.19
C -1.4442 2.9148 0.8586 -0.08
O -2.9944 3.5068 -1.9589 -0.17
C -3.3048 2.1361 -1.7313 -0.08
H -0.1021 6.4168 -0.9030 0.07
H -1.4263 7.4882 -0.9939 0.11
H -0.5165 7.1489 -2.4267 0.10
H -1.2536 2.0887 0.1757 0.04
H -2.2298 2.7159 1.5850 0.10
H -0.5360 3.0919 1.4386 0.07
H -4.2213 1.9364 -2.2886 0.11
H -3.5973 1.8904 -0.7082 0.09
H -2.5263 1.4648 -2.0917 0.07
C -2.5488 -1.5572 -0.9721 -0.08
O -3.3612 -2.6801 -1.3152 -0.17
P -2.7174 -4.0058 -1.9049 0.40
O -3.7007 -4.9791 -2.3737 -0.20
O -1.5455 -3.5670 -2.9315 -0.26
C -1.7788 -3.6890 -4.3547 -0.06
O -1.8510 -4.5188 -0.6438 -0.23
C -1.1462 -5.7580 -0.8043 -0.11
H -1.5194 -1.8575 -0.7711 0.06
H -2.8402 -1.1946 0.0152 0.07
H -2.6964 -0.7663 -1.6999 0.08
H -0.8685 -4.0890 -4.7935 0.09
H -1.9419 -2.6900 -4.7606 0.09
H -2.6547 -4.3138 -4.5142 0.08
H -0.2409 -5.8337 -0.2141 0.08
H -1.0118 -6.0199 -1.8552 0.09
H -1.8447 -6.5293 -0.4687 0.10
C 1.3837 -2.1398 3.0628 -0.07
O 0.2026 -1.3643 3.2512 -0.15
C -0.3383 -0.9476 2.0339 -0.23
C -1.6088 -0.1722 2.3034 -0.17
O -2.7300 -1.0937 2.3120 -0.20
C -3.9650 -0.4427 2.4444 -0.11
H 2.1991 -1.4823 2.7501 0.06
H 1.1662 -2.9506 2.3658 0.09
H 1.6492 -2.5802 4.0207 0.10
H -0.7317 -1.7818 1.4281 0.13
H 0.2850 -0.4091 1.3091 0.09
H -1.8889 0.4279 1.4292 0.09
H -1.5992 0.3746 3.2465 0.14
H -4.3205 -0.1127 1.4574 0.08
H -3.9400 0.4821 3.0385 0.09
H -4.6725 -1.0898 2.9567 0.10
C 1.4333 5.2462 2.0611 -0.09
O 1.9947 3.9749 1.7939 -0.28
C 1.9844 3.1253 2.9750 -0.15
C 2.5508 1.7391 2.7419 -0.16
O 3.7891 1.8169 2.0211 -0.29
C 4.5580 0.6358 2.0814 -0.08
H 2.0401 5.8638 2.7278 0.11
H 0.3823 5.2945 2.3561 0.10
H 1.4701 5.7414 1.0839 0.09
H 0.9468 3.1281 3.3213 0.13
H 2.4979 3.6382 3.7931 0.14
H 1.8969 0.9522 2.3582 0.11
H 2.8333 1.3598 3.7333 0.14
H 4.0815 -0.2080 1.5641 0.08
H 4.7190 0.3096 3.1125 0.11
H 5.5207 0.7885 1.5970 0.10
C 1.3973 -3.7723 -1.2253 -0.14
C 2.8583 -3.8866 -0.7927 -0.13
C 3.6218 -2.7890 -1.5140 -0.16
O 2.6152 -1.9743 -2.1557 -0.25
C 1.3040 -2.3440 -1.7445 -0.19
H 0.6712 -3.9391 -0.4311 0.09
H 1.1473 -4.5616 -1.9384 0.12
H 3.3718 -4.8352 -0.9429 0.13
H 2.8694 -3.7294 0.2897 0.11
H 4.3073 -3.1312 -2.2890 0.13
H 4.1153 -2.1335 -0.7865 0.11
H 0.5999 -2.1571 -2.5565 0.12
H 0.9889 -1.6759 -0.9274 0.10
```

Output
F_max (eV/Å): 2.74
Calculated total energy (eV): -84218.7721
Gap between HOMO and LUMO (eV): 5.6
Energy above the lowest of the compared OMol25 structures with the same formula, charge and spin (kcal/mol): 0.0
Charge: +2



Entry 2:
The following is a DFT calculation (wB97M-V/def2-TZVPD) of a cluster of 10 separate species, C18H46Br4N6O14 in total in a non-equilibrium geometry.

XYZ file:
```
88
Properties=species:S:1:pos:R:3:lowdin_charge:R:1
C 12.9095 9.1507 19.2314 0.01
N 13.2789 9.9021 18.0129 -0.45
O 13.6808 11.0208 18.1769 0.02
O 13.1341 9.3461 16.9532 0.09
H 12.4513 8.2226 18.9216 0.10
H 12.1387 9.7449 19.7212 0.06
H 13.7865 9.0568 19.8559 0.08
C 11.4594 12.3142 15.5094 0.06
N 12.0347 13.6055 15.0624 -0.44
O 13.2363 13.6406 14.9176 0.02
O 11.2751 14.5330 14.8317 0.06
H 12.1309 11.8741 16.2365 0.07
H 11.4183 11.6988 14.6137 0.11
H 10.4696 12.4936 15.9075 0.09
C 17.9675 18.8001 16.2031 0.06
N 18.4957 18.3390 14.8760 -0.44
O 19.4967 17.6594 14.8862 0.07
O 17.8764 18.6626 13.8746 0.05
H 17.2702 18.0360 16.5216 0.07
H 17.4654 19.7422 16.0282 0.09
H 18.8285 18.9401 16.8445 0.09
C 20.6890 16.0519 20.4850 0.04
N 20.6939 17.5279 20.3050 -0.45
O 21.3160 18.1701 21.1124 0.06
O 20.1074 17.9929 19.3571 0.06
H 21.6656 15.6504 20.2389 0.10
H 19.9227 15.6208 19.8522 0.02
H 20.4687 15.8754 21.5340 0.08
C 11.0269 12.7834 19.9275 -0.04
N 10.1837 12.0816 18.9436 -0.42
O 9.3065 12.7096 18.3935 0.08
O 10.4718 10.9157 18.7288 0.04
H 12.0490 12.6553 19.6014 -0.01
H 10.9290 12.3443 20.9189 0.09
H 10.7196 13.8167 20.0238 0.09
C 15.9849 13.3227 13.2107 0.06
N 16.2008 12.8917 14.6291 -0.43
O 15.4107 12.0980 15.1027 0.05
O 17.1509 13.3608 15.2099 0.03
H 15.5878 12.4736 12.6745 0.10
H 16.9441 13.6485 12.8224 0.10
H 15.2900 14.1562 13.2044 0.06
Br 13.1622 14.8547 18.1786 0.75
C 15.0489 14.3304 17.9616 -0.63
C 15.9004 15.5176 18.2369 -0.66
Br 17.7493 14.9003 18.1639 0.71
H 15.1460 13.9060 16.9719 0.03
H 15.1734 13.5582 18.7120 0.03
H 15.7386 15.9784 19.2033 0.06
H 15.8178 16.2619 17.4491 0.03
Br 17.6580 14.2148 22.1653 0.69
C 16.5148 12.7546 21.5900 -0.69
C 15.1463 12.9970 22.1493 -0.68
Br 13.9158 11.6166 21.5320 0.74
H 16.9604 11.8318 21.9404 0.06
H 16.5251 12.7656 20.5038 0.03
H 14.7512 13.9654 21.8552 0.05
H 15.1161 12.9380 23.2315 0.05
C 15.0020 16.5720 14.4235 -0.06
C 13.9559 17.3299 15.2033 -0.28
O 14.6067 18.2209 16.0845 -0.18
C 13.7476 18.6917 17.0997 -0.29
C 14.5624 19.4701 18.1024 -0.07
H 15.6343 17.2311 13.8322 0.07
H 15.6394 16.0120 15.1176 0.07
H 14.5071 15.8400 13.7817 0.06
H 13.2886 17.8759 14.5230 0.13
H 13.3504 16.6046 15.7591 0.07
H 13.0114 19.3756 16.6514 0.13
H 13.2464 17.8583 17.6003 0.08
H 13.8913 19.8707 18.8690 0.08
H 15.0965 20.3030 17.6472 0.08
H 15.2837 18.8323 18.6143 0.06
C 17.3805 19.6197 21.6295 -0.08
C 18.3483 19.5439 22.7397 -0.29
O 18.4200 18.1662 23.1184 -0.17
C 19.1303 17.9915 24.3162 -0.31
C 18.9680 16.5680 24.7624 -0.09
H 17.5139 20.5422 21.0602 0.08
H 17.5562 18.7911 20.9448 0.07
H 16.3553 19.6239 22.0018 0.08
H 19.3466 19.8786 22.4214 0.12
H 18.0421 20.1609 23.5943 0.12
H 20.1956 18.2075 24.1386 0.12
H 18.7754 18.6780 25.0972 0.12
H 19.4073 15.8798 24.0373 0.04
H 17.9175 16.3233 24.9135 0.07
H 19.4976 16.3707 25.6994 0.08
```

Output
F_max (eV/Å): 1.33
Calculated total energy (eV): -337170.9436
SMILES: C[N+](=O)[O-].C[N+](=O)[O-].C[N+](=O)[O-].C[N+](=O)[O-].C[N+](=O)[O-].C[N+](=O)[O-].BrCCBr.BrCCBr.CCOCC.CCOCC
Gap between HOMO and LUMO (eV): 9.6



Entry 3:
The following is a DFT calculation (wB97M-V/def2-TZVPD) of a cluster of 5 separate species, C18H47BBrN7O11P2 in total in a non-equilibrium geometry.

XYZ file:
```
87
Properties=species:S:1:pos:R:3:lowdin_charge:R:1
C 2.6884 -1.0921 -2.3582 -0.08
C 1.3335 -1.8153 -2.1915 -0.26
N 1.3276 -3.1410 -2.7996 -0.05
N 0.3726 -3.3591 -3.8400 -0.03
C 0.8833 -3.1744 -5.1751 -0.48
N 1.6064 -1.8795 -5.3271 0.10
C 1.8159 -4.3104 -5.6302 -0.17
O 3.1572 -4.0849 -5.2077 -0.19
C 4.0415 -3.5751 -6.1748 -0.45
P 5.7180 -4.1874 -5.6871 0.56
O 6.0112 -3.0847 -4.5252 -0.37
Br 6.8276 -3.4376 -7.5186 0.21
B 1.3806 -5.7727 -5.1085 -0.62
O 0.1189 -6.1145 -4.7097 0.16
O 2.3767 -6.6911 -5.1408 0.06
C 2.3847 -7.6356 -4.0671 -0.04
P -0.5698 -3.1315 -6.3259 0.48
O -1.1436 -4.4092 -6.7024 -0.22
O -1.6337 -2.1334 -5.6709 -0.12
O -0.0452 -2.3560 -7.6383 -0.12
H 3.3451 -1.6526 -3.0127 0.05
H 2.5482 -0.1385 -2.8455 0.06
H 3.1871 -0.9571 -1.4081 0.06
H 1.1168 -1.8392 -1.1317 0.08
H 0.5982 -1.1774 -2.6701 0.09
H 2.2501 -3.4203 -3.0935 0.09
H -0.4804 -2.8477 -3.6724 0.10
H 1.9919 -1.8430 -6.2638 0.07
H 0.9239 -1.1288 -5.2691 0.08
H 1.7528 -4.3668 -6.7205 0.14
H 4.0524 -2.4865 -6.1317 0.08
H 3.8741 -3.9621 -7.1758 0.08
H 6.8628 -3.2724 -4.0976 0.05
H -0.0159 -5.7928 -3.8009 0.12
H 3.4136 -7.9274 -3.9067 0.09
H 1.9919 -7.2097 -3.1513 0.09
H 1.8326 -8.5314 -4.3236 0.09
H -2.5181 -2.4839 -5.8762 0.10
H -0.1992 -1.4058 -7.4910 0.08
C -2.5076 2.0421 -0.5801 -0.06
N -1.1494 1.6138 -0.2702 0.02
C -0.6992 0.3727 0.0312 -0.56
C -1.7106 -0.7489 0.0537 -0.01
O 0.4845 0.1813 0.2745 0.01
H -2.5264 2.4834 -1.5787 0.08
H -2.8124 2.7928 0.1474 0.05
H -3.2010 1.2091 -0.5471 0.08
H -0.4225 2.3120 -0.2691 0.14
H -1.1987 -1.6715 0.3091 0.08
H -2.4819 -0.5563 0.8002 0.08
H -2.1779 -0.8655 -0.9248 0.08
C -5.0432 2.2081 5.0896 -0.07
N -4.9000 2.8901 3.8167 0.01
C -3.8217 2.9076 2.9933 -0.54
C -2.6116 2.1172 3.4244 0.00
O -3.8508 3.5425 1.9483 0.02
H -5.8733 1.5011 5.0411 0.08
H -5.2553 2.9364 5.8749 0.07
H -4.1364 1.6725 5.3482 0.07
H -5.6780 3.4302 3.4723 0.14
H -1.8362 2.2222 2.6711 0.06
H -2.2301 2.4885 4.3783 0.07
H -2.8640 1.0595 3.5163 0.09
C -3.7721 5.3818 8.6448 -0.07
N -3.2420 4.2055 7.9796 0.01
C -2.0441 4.0606 7.3561 -0.54
C -1.1219 5.2534 7.3344 0.00
O -1.7489 2.9902 6.8391 0.01
H -3.9752 5.1557 9.6926 0.08
H -4.7062 5.6876 8.1707 0.08
H -3.0688 6.2046 8.5942 0.07
H -3.8079 3.3720 7.9622 0.13
H -0.2084 4.9900 6.8074 0.06
H -1.5916 6.0894 6.8153 0.09
H -0.8632 5.5551 8.3499 0.09
C 1.3331 1.9907 3.5055 -0.06
N 1.3746 3.0822 4.4639 0.02
C 2.0361 4.2615 4.3671 -0.55
C 2.8417 4.5071 3.1133 -0.01
O 1.9745 5.0858 5.2677 0.02
H 0.2994 1.8192 3.2073 0.06
H 1.7129 1.0852 3.9802 0.09
H 1.9234 2.2012 2.6215 0.07
H 0.8515 2.9802 5.3220 0.13
H 3.3063 5.4848 3.1881 0.08
H 3.6226 3.7542 3.0037 0.08
H 2.1983 4.4899 2.2332 0.08
```

Output
F_max (eV/Å): 1.45
Calculated total energy (eV): -141683.4753
SMILES: CCNN[C@@](N)([C@@H](OCP(O)Br)B(O)OC)P(=O)(O)O.CNC(C)=O.CNC(C)=O.CNC(C)=O.CNC(C)=O
Gap between HOMO and LUMO (eV): 8.0



Which of these has the lowest F_max? C18H46Br4N6O14



What is the gap between HOMO and LUMO in the first record? 5.6 eV



The highest F_max belongs to which entry? C18H46Ag3NO16P2



calculated total energy of number 1 (C18H46Ag3NO16P2)? -84218.7721 eV